[1]
C36H43N6OPb | ωB97M-V/def2-TZVPD

Each line ends with the Löwdin charge.
CARTESIAN COORDINATES (ANGSTROEM)
H (0.67840, -1.98610, 4.62113)  0.0963
H (-3.24729, 0.06806, 0.14647)  0.0567
H (-1.33331, -0.82446, 4.88587)  0.0992
C (-0.70470, 4.44717, 0.04383)  -0.2002
H (3.43711, 0.50487, 2.74507)  0.0859
H (1.25007, 1.21238, -3.55563)  0.0795
C (1.95632, -2.92552, 0.83191)  -0.2125
H (-2.22842, -3.71593, -1.43844)  0.0824
C (-0.56046, 0.14413, 3.15735)  -0.2428
H (-1.97233, 0.80813, 4.61990)  0.0932
H (-4.68324, -0.18838, 1.14261)  0.0860
H (-1.82949, -3.50153, -5.33531)  0.1255
H (-3.10892, -0.75554, 1.70609)  0.0753
H (-3.41645, -0.78497, -4.39769)  0.0868
C (2.22692, -0.68756, -3.09913)  -0.3898
N (1.00880, -0.85740, 1.67260)  0.0251
H (-0.33678, 0.57685, 5.25840)  0.0978
N (-1.08279, 0.77509, 2.18358)  0.0632
N (-1.73316, 2.27839, -0.75372)  0.0504
H (-2.85827, -0.22238, -2.81427)  0.0658
C (3.59263, -1.35793, -3.25654)  -0.0528
H (-0.35243, 4.42647, 3.26341)  0.0850
C (1.10573, -1.47147, -3.70991)  -0.0805
H (2.19796, -1.94473, 3.70630)  0.0926
H (0.57603, -4.49343, 0.34008)  0.0824
C (3.37808, -0.96633, 1.17117)  -0.2144
H (2.41890, 0.68405, -4.77573)  0.0912
C (0.70081, 4.18951, 0.26874)  -0.5315
H (0.28925, 2.82666, 2.89174)  0.0700
C (-2.91303, 3.89321, 2.94119)  -0.0390
C (-1.29945, -2.29762, -3.66584)  -0.0844
C (3.05472, -3.61015, 0.32566)  -0.0405
C (4.29451, -2.99772, 0.23531)  -0.0737
C (0.20611, -2.83247, -5.47132)  0.0395
C (3.55100, 0.44854, 1.65933)  -0.0180
H (4.33286, -0.80697, -2.67681)  0.0853
C (-1.87484, 2.96749, 2.90519)  -0.2182
H (2.93000, -4.63574, 0.00016)  0.1152
C (-1.08214, 0.18789, 4.56320)  0.0088
H (2.82135, 1.13616, 1.22401)  0.0511
Pb (0.04656, 0.71047, -0.22180)  1.4845
H (2.21796, -2.10003, -5.41895)  0.1210
C (-1.39717, 3.33762, -0.40047)  -0.2132
H (2.45948, 5.10038, 0.74311)  0.1171
C (1.35235, -1.35126, 4.04530)  0.0108
H (2.98349, 1.33917, -3.23063)  0.0904
N (-1.68556, 6.76033, 0.54235)  0.1516
C (-3.38311, -1.02455, -3.33441)  -0.0388
H (-2.36586, -2.01254, -0.96395)  0.0382
H (5.14174, -3.54016, -0.16267)  0.1100
C (4.44938, -1.68548, 0.65458)  -0.0413
H (-3.20689, -3.13948, -3.66388)  0.1317
C (-2.13912, 1.70961, 2.35652)  -0.2432
H (5.41836, -1.20599, 0.58812)  0.1162
C (-3.62138, 0.04792, 1.17638)  -0.0348
O (1.19886, 3.03951, 0.18444)  -0.1818
C (2.21617, 0.72684, -3.70451)  -0.0335
H (4.54567, 0.81408, 1.41181)  0.0862
C (-1.04615, -2.92535, -4.85905)  -0.0040
H (3.57005, -2.38475, -2.88941)  0.0840
C (0.60209, -3.57714, 0.92696)  -0.0235
C (2.13932, -1.60902, 1.25912)  -0.2448
C (-4.16851, 3.58137, 2.45080)  -0.0547
H (1.09246, 6.16972, 0.66594)  0.1033
H (-0.18552, -2.90996, 0.56976)  0.0631
C (-0.50977, 3.35858, 3.40981)  -0.0221
H (-4.40612, -1.06705, -2.96052)  0.0872
H (-5.38206, 2.08816, 1.50360)  0.1165
H (2.02190, -0.59529, -2.03270)  0.0806
H (0.36412, -3.84022, 1.96093)  0.0884
H (-3.81654, -2.95000, -1.35808)  0.0868
C (1.26704, -2.12252, -4.90373)  -0.0044
H (3.92869, -1.36190, -4.29415)  0.0783
H (-2.72238, 4.87942, 3.34621)  0.1203
N (1.47589, 5.24183, 0.60095)  0.1943
H (-0.41267, 3.16261, 4.48139)  0.0864
C (-2.77022, -2.78482, -1.61434)  -0.0597
C (-4.40407, 2.33019, 1.90113)  -0.0345
C (-0.22314, -1.50000, -3.04009)  -0.2925
H (-4.95705, 4.32111, 2.48030)  0.1115
C (0.64085, -0.73121, 2.88001)  -0.2423
C (-2.68376, -2.37333, -3.08611)  -0.3644
N (-0.43937, -0.81632, -1.99101)  0.0181
C (-1.28416, 5.70724, 0.29644)  -0.2382
C (-3.39375, 1.38450, 1.83156)  -0.2265
H (1.71723, -0.57228, 4.71794)  0.1010
H (0.36463, -3.34079, -6.41498)  0.1290

Results
Frontier orbital gap, eV: 5.24
E_HOMO, eV: -10.3
Charge: +1
LUMO energy, eV: -5.0
Total energy, Ha: -1993.990597



[2]
C5H7NOS | ωB97M-V/def2-TZVPD

Each line ends with the Löwdin charge.
CARTESIAN COORDINATES (ANGSTROEM)
H (-1.45861, -1.31652, -0.16186)  0.1095
C (0.84718, 0.91570, -2.49379)  -0.1768
H (0.58003, 2.35841, 0.35763)  0.1525
C (0.46622, -1.37921, 1.54465)  -0.0173
H (-2.25538, -0.70741, 1.97096)  -0.1696
H (0.21737, -0.91767, 2.56524)  0.0524
H (0.29553, -2.46054, 1.71937)  0.0363
C (-0.07677, 0.36013, -0.62349)  -0.4016
H (1.44193, -1.27936, 1.13433)  0.0173
O (0.06773, -0.02172, -1.90020)  0.0671
H (1.11497, 1.02846, -3.53631)  0.1319
S (-1.90886, 0.37070, 1.37427)  0.7432
C (0.43621, 1.60919, -0.52188)  -0.0957
C (-0.77325, -0.52477, 0.31313)  -0.5233
N (1.00569, 1.96461, -1.74206)  0.0741

Results
Frontier orbital gap, eV: 9.60
E_HOMO, eV: -8.9
Relative energy (zero: lowest compared OMol25 entry of this formula, charge and spin), kcal per mole: 65.1
LUMO energy, eV: 0.8
Total energy, Ha: -722.814353



[3]
C7H7N3O2S3 | ωB97M-V/def2-TZVPD

Each line ends with the Löwdin charge.
CARTESIAN COORDINATES (ANGSTROEM)
C (-1.39606, 2.67866, 0.56093)  -0.0726
C (-2.74134, -2.23747, -0.47630)  -0.3836
S (-1.34742, -2.26422, 0.56965)  1.0210
C (-2.82050, -1.04907, -1.11306)  -0.2718
C (2.48843, -1.50948, 0.90015)  -0.1961
H (2.37157, -2.19321, 1.67907)  0.0994
O (0.28840, 1.65698, -1.18493)  -0.3682
H (4.95249, -0.56914, -1.07108)  0.0934
C (1.82093, -0.50965, 0.27870)  -0.3152
O (1.21350, 2.17512, 1.08304)  -0.3150
N (-2.00181, -0.10511, -0.72367)  0.0353
H (-1.23163, 3.56162, 0.10959)  0.0268
H (-1.61281, 2.72926, 1.58173)  0.0484
N (3.74449, -1.57993, 0.37559)  -0.0195
S (2.57110, 0.30005, -0.98516)  1.0812
H (-2.21836, 1.98258, 0.37576)  0.0593
S (0.14836, 1.73808, 0.22569)  0.5589
H (-3.52814, -0.74963, -1.90066)  0.1222
C (-1.11104, -0.51798, 0.13965)  -0.7198
N (-0.19327, 0.16492, 0.74525)  -0.0827
C (3.95694, -0.67324, -0.56763)  -0.4216
H (-3.35384, -3.02916, -0.60232)  0.0203

Results
Frontier orbital gap (spin up / spin down), eV: 6.88 / 6.87
E_HOMO (spin up / spin down), eV: -8.5 / -8.5
Relative energy (zero: lowest compared OMol25 entry of this formula, charge and spin), kcal per mole: 0.0
LUMO energy (spin up / spin down), eV: -1.6 / -1.6
Total energy, Ha: -1780.061797